(1)
Here is C16H16Cl3F5ORuS as an isolated structure at a distorted geometry from OMol25. Energies are from ωB97M-V/def2-TZVPD.

Geometry as ORCA input:
```
! RIJCOSX wB97M-V def2-TZVPD def2/J DEFGRID3
* xyz -2 5
C -1.928 1.102 -0.789
C -1.245 2.394 -0.634
C -0.956 2.521 0.812
C -1.259 3.477 -1.603
C -1.274 1.306 1.451
C -1.838 0.409 0.499
C -2.517 -0.881 0.743
C -2.808 0.685 -1.900
C -0.361 3.732 1.417
C -1.185 1.034 2.929
Ru 0.160 1.083 -0.602
Cl 2.089 1.921 -0.343
Cl -0.003 0.781 -2.984
Cl 1.890 -0.073 2.451
H -1.556 3.092 -2.582
H -0.243 3.916 -1.716
H -1.943 4.301 -1.323
H 0.469 4.118 0.826
H 0.002 3.522 2.423
H -1.121 4.549 1.507
H -0.179 1.251 3.294
H -1.397 -0.018 3.130
H -1.908 1.643 3.482
H -2.138 -1.354 1.644
H -2.329 -1.507 -0.138
H -3.614 -0.703 0.903
H -2.537 1.211 -2.814
H -3.853 0.925 -1.629
H -2.670 -0.378 -2.047
O -1.359 -2.762 -1.920
H -0.523 -2.951 -1.089
F 4.982 -4.817 -1.618
C 4.111 -4.073 -0.922
C 2.769 -4.418 -0.886
F 2.305 -5.496 -1.562
C 1.878 -3.626 -0.152
F 0.643 -4.132 0.111
C 2.272 -2.377 0.380
S 1.006 -1.175 0.878
C 3.632 -2.023 0.304
F 4.120 -0.795 0.734
C 4.549 -2.890 -0.306
F 5.869 -2.525 -0.357
*
```

Output
- HOMO (alpha / beta): 0.556 / 0.348 eV
- Calculated total energy: -83466.2033 eV
- <S²>: 6.05
- E_LUMO (alpha / beta): 4.9 / 3.7 eV
- Frontier orbital gap (alpha / beta): 4.34 / 3.38 eV

***

(2)
Here is C39H33N6RuS as an isolated structure from OMol25. Energies are from ωB97M-V/def2-TZVPD.

Geometry as ORCA input:
```
! RIJCOSX wB97M-V def2-TZVPD def2/J DEFGRID3
* xyz 2 6
Ru 0.010 -0.301 -0.412
C 2.754 -2.296 0.134
C 2.768 -1.241 1.202
C 3.788 -1.209 2.146
C 3.769 -0.241 3.128
C 2.714 0.657 3.169
C 1.724 0.573 2.207
N 1.772 -0.344 1.229
C 0.513 1.447 2.248
C 0.260 2.300 3.312
C -0.935 2.994 3.346
C -1.851 2.815 2.327
C -1.528 1.970 1.276
N -0.362 1.322 1.244
C -2.460 1.727 0.135
C -3.666 2.399 0.039
C -4.499 2.144 -1.037
C -4.096 1.234 -1.991
C -2.867 0.602 -1.852
C -2.384 -0.348 -2.907
N -2.069 0.843 -0.799
H 3.393 -3.132 0.411
H 3.133 -1.903 -0.814
H 1.742 -2.671 -0.018
H 4.582 -1.942 2.103
H 4.556 -0.191 3.869
H 2.678 1.404 3.946
H 0.966 2.412 4.120
H -1.157 3.658 4.171
H -2.799 3.327 2.365
H -3.964 3.118 0.785
H -5.448 2.657 -1.128
H -4.718 1.015 -2.848
H -3.149 -0.514 -3.661
H -2.124 -1.312 -2.468
H -1.512 0.079 -3.412
N 0.576 -1.637 -2.344
C 0.289 -3.070 -2.307
C 0.999 -3.892 -3.172
C 0.751 -5.252 -3.226
C -0.230 -5.794 -2.409
C -0.933 -4.974 -1.544
C -0.690 -3.598 -1.465
C -1.447 -2.845 -0.423
C -2.809 -3.109 -0.247
C -3.484 -2.656 0.877
C -2.807 -1.960 1.876
C -1.471 -1.645 1.697
C -0.819 -1.986 0.500
H 1.556 -1.523 -2.589
H 0.061 -1.226 -3.119
H 1.748 -3.455 -3.824
H 1.314 -5.880 -3.903
H -0.441 -6.854 -2.434
H -1.667 -5.410 -0.879
H -3.332 -3.707 -0.984
H -4.532 -2.896 1.002
H -3.315 -1.679 2.791
H -0.939 -1.113 2.478
S 3.409 3.913 -4.548
C 2.624 2.918 -3.298
C 3.267 1.804 -2.770
C 2.606 1.027 -1.838
N 1.362 1.285 -1.414
C 0.757 2.378 -1.906
C 1.344 3.209 -2.840
C 3.745 5.350 -3.531
C 4.907 5.406 -2.780
C 5.127 6.540 -2.007
N 4.282 7.568 -1.957
C 3.183 7.506 -2.703
C 2.866 6.419 -3.511
H 4.273 1.554 -3.078
H 3.100 0.176 -1.384
H -0.237 2.588 -1.532
H 0.811 4.076 -3.207
H 5.627 4.599 -2.802
H 6.024 6.625 -1.405
H 2.524 8.365 -2.661
H 1.969 6.420 -4.116
*
```

Output
- HOMO (alpha / beta): -12.690 / -13.636 eV
- Calculated total energy: -63322.2057 eV
- <S²>: 8.76
- E_LUMO (alpha / beta): -5.7 / -6.8 eV
- Frontier orbital gap (alpha / beta): 6.96 / 6.83 eV

***

(3)
Here is a 2-piece molecular cluster, C4H4O2 overall at a distorted geometry from OMol25. Energies are from ωB97M-V/def2-TZVPD.

Geometry as ORCA input:
```
! RIJCOSX wB97M-V def2-TZVPD def2/J DEFGRID3
* xyz 0 1
C -0.809 0.054 -1.821
C -1.777 -0.062 -1.026
C -0.079 0.132 1.399
C 1.333 -0.029 1.062
O 0.207 0.139 -2.420
O -1.112 0.134 0.804
H -2.815 -0.114 -0.872
H 1.976 0.175 1.914
H 1.591 0.629 0.229
H 1.486 -1.058 0.731
*
```

Output
- HOMO (alpha / beta): -8.372 / -8.508 eV
- Calculated total energy: -8302.5151 eV
- E_LUMO (alpha / beta): -0.6 / -0.3 eV
- Frontier orbital gap (alpha / beta): 7.78 / 8.19 eV

***

(4)
Here is a 6-piece molecular cluster, C30H30N6 overall at a distorted geometry from OMol25. Energies are from ωB97M-V/def2-TZVPD.

Geometry as ORCA input:
```
! RIJCOSX wB97M-V def2-TZVPD def2/J DEFGRID3
* xyz 0 1
N 5.156 3.410 -2.627
C 4.010 2.724 -2.461
C 3.693 1.627 -3.288
C 4.499 1.332 -4.336
C 5.729 2.004 -4.502
C 6.031 2.988 -3.574
H 3.352 3.017 -1.656
H 2.753 1.095 -3.268
H 4.158 0.668 -5.117
H 6.358 1.592 -5.277
H 7.016 3.429 -3.619
N -0.591 -3.054 -3.764
C -1.529 -3.248 -2.740
C -2.572 -2.306 -2.551
C -2.801 -1.221 -3.449
C -1.950 -1.094 -4.553
C -0.868 -2.004 -4.614
H -1.451 -4.119 -2.107
H -3.282 -2.539 -1.771
H -3.673 -0.595 -3.333
H -2.004 -0.236 -5.206
H -0.101 -1.829 -5.354
N 2.462 -5.446 3.351
C 1.637 -6.516 3.275
C 0.292 -6.449 2.758
C -0.305 -5.208 2.520
C 0.541 -4.095 2.673
C 1.902 -4.277 3.062
H 2.014 -7.512 3.450
H -0.297 -7.354 2.782
H -1.291 -5.184 2.081
H 0.229 -3.088 2.438
H 2.492 -3.379 3.172
N -0.075 1.014 5.604
C -0.192 1.856 4.522
C -0.712 1.443 3.292
C -1.148 0.114 3.210
C -1.036 -0.772 4.263
C -0.521 -0.320 5.457
H -0.011 2.920 4.552
H -0.785 2.243 2.569
H -1.758 -0.198 2.375
H -1.297 -1.815 4.159
H -0.439 -1.132 6.165
N -2.644 3.191 1.264
C -3.361 3.920 2.136
C -4.349 4.814 1.772
C -4.580 5.115 0.394
C -3.685 4.505 -0.518
C -2.737 3.604 -0.044
H -3.380 3.566 3.156
H -5.108 5.152 2.462
H -5.380 5.793 0.136
H -3.785 4.735 -1.569
H -2.213 3.166 -0.880
N 0.307 1.550 -1.550
C 0.818 1.815 -0.332
C 1.228 0.764 0.494
C 0.989 -0.559 0.030
C 0.589 -0.720 -1.282
C 0.326 0.331 -2.095
H 0.509 2.701 0.203
H 1.515 0.904 1.526
H 1.215 -1.375 0.701
H 0.325 -1.731 -1.555
H -0.234 0.269 -3.016
*
```

Output
- HOMO: -9.404 eV
- Calculated total energy: -40533.1930 eV
- E_LUMO: 0.4 eV
- Frontier orbital gap: 9.76 eV

***

(5)
Here is an isolated ion of composition C6H14NSi and charge +1 at a distorted geometry from OMol25. Energies are from ωB97M-V/def2-TZVPD.

Geometry as ORCA input:
```
! RIJCOSX wB97M-V def2-TZVPD def2/J DEFGRID3
* xyz 1 1
C -0.087 0.512 -1.614
C 0.382 0.637 1.419
C 1.887 0.573 -0.771
C 1.723 0.617 0.691
C -0.895 -1.678 0.380
C -2.705 0.892 -0.091
N 2.153 -0.700 -0.038
Si -0.963 0.140 0.023
H -0.208 1.487 -2.014
H 0.210 -0.269 -2.227
H 0.418 -0.149 2.056
H 0.290 1.557 1.850
H 2.655 1.103 -1.326
H 2.602 1.116 1.178
H -0.155 -2.247 0.010
H -0.938 -1.912 1.382
H -1.823 -1.930 -0.238
H -3.226 0.146 -0.620
H -3.139 0.925 0.898
H -2.699 1.731 -0.655
H 1.356 -1.423 -0.278
H 3.162 -1.129 -0.014
*
```

Output
- HOMO: -13.959 eV
- Calculated total energy: -15806.7368 eV
- E_LUMO: -3.2 eV
- Frontier orbital gap: 10.73 eV

***

(6)
Here is an isolated ion of composition C3H2Cl3FN3 and charge +1 at a distorted geometry from OMol25. Energies are from ωB97M-V/def2-TZVPD.

Geometry as ORCA input:
```
! RIJCOSX wB97M-V def2-TZVPD def2/J DEFGRID3
* xyz 1 3
C -0.777 -2.745 -0.348
C 0.027 -1.509 1.425
C 0.206 -0.352 -0.690
N -0.363 -2.644 0.905
N -0.777 -1.680 -1.129
N 0.148 -0.363 0.726
F -1.131 -1.684 -2.423
Cl -1.399 -4.207 -0.879
Cl 0.338 -1.469 3.067
Cl 1.809 -0.651 -1.341
H -0.282 0.502 -1.162
H 0.438 0.491 1.198
*
```

Output
- HOMO (alpha / beta): -11.483 / -15.566 eV
- Calculated total energy: -47884.5988 eV
- <S²>: 2.01
- E_LUMO (alpha / beta): -3.9 / -9.3 eV
- Frontier orbital gap (alpha / beta): 7.58 / 6.30 eV